1.
ORCA calculation (the ωB97M-V functional and the def2-TZVPD basis) on a cluster of 6 separate species, C18H42NO5PS5 in total.

Output
Gap between HOMO and LUMO   8.481 eV
Lowest unoccupied orbital energy   0.0145 hartree
Charge   0

Geometry (Å):
C1 8.2430 -5.7622 0.1458
C2 7.6594 -5.3527 -1.0865
C3 6.9448 -4.7221 -2.4588
C4 5.7924 -3.6631 -1.8969
C5 4.6054 -4.3928 -1.0195
P1 3.8352 -5.9236 -1.8727
N1 3.9862 -7.2750 -0.7107
C6 1.9582 -5.6466 -2.1952
C7 1.3016 -4.7894 -0.9173
C8 1.0691 -3.8129 0.0976
H1 8.4224 -6.0132 1.2949
H2 7.7533 -4.1188 -3.0787
H3 6.4395 -5.5721 -3.1117
H4 6.3644 -2.9472 -1.1344
H5 5.4000 -2.9795 -2.7674
H6 3.8034 -3.5490 -0.7808
H7 5.0430 -4.7464 0.0110
H8 4.8621 -7.7837 -1.0122
H9 4.2045 -6.9056 0.2582
H10 1.3345 -6.6324 -2.2868
H11 1.8825 -4.9504 -3.1586
H12 1.1280 -2.9400 0.9078
C9 -3.8284 -0.9710 1.4707
S1 -2.5866 -2.1345 0.8558
O1 -1.2687 -1.7466 1.4579
C10 -2.5998 -1.5405 -0.8535
H13 -3.9572 -1.1361 2.5426
H14 -3.4965 0.0560 1.3005
H15 -4.7791 -1.1475 0.9623
H16 -2.3427 -0.4790 -0.8821
H17 -3.5897 -1.6987 -1.2874
H18 -1.8606 -2.1075 -1.4242
C11 -2.7240 4.8114 1.7767
S2 -2.5078 3.0505 1.4217
O2 -3.8390 2.3858 1.6115
C12 -1.5039 2.6842 2.8821
H19 -3.3603 5.2454 1.0023
H20 -3.2009 4.9415 2.7510
H21 -1.7518 5.3094 1.7649
H22 -2.0550 2.9438 3.7890
H23 -0.5708 3.2503 2.8350
H24 -1.2777 1.6154 2.8893
C13 1.1259 6.5184 -1.7493
S3 -0.5755 6.8362 -1.2222
O3 -0.7958 6.0925 0.0617
C14 -1.3646 5.8851 -2.5441
H25 1.8039 6.9938 -1.0371
H26 1.3177 5.4430 -1.7682
H27 1.2879 6.9462 -2.7414
H28 -1.0212 4.8483 -2.5145
H29 -1.1229 6.3331 -3.5105
H30 -2.4464 5.9125 -2.3939
C15 -2.0170 -1.1835 -4.8892
S4 -3.8154 -1.1153 -4.7029
O4 -4.1283 -1.3627 -3.2570
C16 -4.1579 -2.6470 -5.6035
H31 -1.5817 -0.3303 -4.3643
H32 -1.6303 -2.1094 -4.4568
H33 -1.7561 -1.1260 -5.9484
H34 -3.6409 -3.4837 -5.1277
H35 -3.8284 -2.5427 -6.6398
H36 -5.2350 -2.8285 -5.5837
C17 -2.6472 4.8556 7.6347
S5 -1.1801 5.3522 6.6994
O5 -1.6176 5.6387 5.2936
C18 -0.3923 3.7231 6.7026
H37 -3.3098 5.7192 7.7242
H38 -3.1703 4.0514 7.1120
H39 -2.3505 4.5244 8.6325
H40 -1.0527 2.9879 6.2368
H41 -0.1680 3.4281 7.7302
H42 0.5382 3.7858 6.1337


2.
ORCA calculation (the ωB97M-V functional and the def2-TZVPD basis) on an isolated molecule of C5H8N2.

Output
Gap between HOMO and LUMO   9.394 eV
SMILES   Cc1cn(C)cn1
Lowest unoccupied orbital energy   0.0334 hartree
Charge   0
Energy above the lowest of the compared OMol25 structures with the same formula, charge and spin   33.3 kJ/mol

Geometry (Å):
C1 2.4816 0.1282 -0.5148
C2 1.1547 0.1400 0.1697
C3 0.0126 0.7235 -0.2903
N1 -1.0241 0.1810 0.4430
C4 -2.3260 -0.0192 -0.1624
C5 -0.4385 -0.6814 1.3240
N2 0.8640 -0.7117 1.2164
H1 3.2360 -0.3698 0.0970
H2 2.3641 -0.4496 -1.4376
H3 2.8339 1.1210 -0.8027
H4 -0.1709 1.4342 -1.0867
H5 -2.2103 -0.6414 -1.0585
H6 -2.9898 -0.5267 0.5392
H7 -2.7611 0.9377 -0.4586
H8 -1.0261 -1.2658 2.0223


3.
ORCA calculation (the ωB97M-V functional and the def2-TZVPD basis) on an isolated molecule of C8H19N.

Output
Gap between HOMO and LUMO   9.676 eV
SMILES   CCCC[C@H](CC)NC
Lowest unoccupied orbital energy   0.0408 hartree
Charge   0
Energy above the lowest of the compared OMol25 structures with the same formula, charge and spin   165.5 kJ/mol

Geometry (Å):
C1 3.6448 1.3844 2.3563
C2 2.2391 1.2209 1.7976
C3 2.1127 -0.0968 0.9076
C4 0.6387 -0.5558 0.7716
C5 -0.3074 0.5476 0.2227
C6 -1.5923 -0.1242 -0.2830
C7 -2.3693 -0.9492 0.7660
N1 0.4533 1.0283 -0.9805
C8 -0.0390 2.2762 -1.5219
H1 3.7794 0.9633 3.3881
H2 4.4390 0.8529 1.7623
H3 3.8872 2.4102 2.5494
H4 1.6528 1.2753 2.8129
H5 1.9784 2.0441 1.0902
H6 2.5368 -0.9421 1.5441
H7 2.6357 0.0455 -0.0441
H8 0.5433 -1.4744 0.2642
H9 0.3674 -0.8791 1.8222
H10 -0.4343 1.2780 1.0262
H11 -2.2209 0.5935 -0.6178
H12 -1.3993 -0.8174 -1.0733
H13 -1.8708 -1.8529 0.8758
H14 -2.4580 -0.4015 1.7265
H15 -3.3459 -1.1946 0.4343
H16 0.4540 0.2901 -1.6463
H17 -1.1337 2.2823 -1.7337
H18 0.1675 3.1215 -0.8556
H19 0.4579 2.4908 -2.5448


4.
ORCA calculation (the ωB97M-V functional and the def2-TZVPD basis) on a structure of composition C16H14HgNOS.

Output
Gap between HOMO and LUMO (alpha / beta)   3.366 / 3.677 eV
Spin multiplicity   2
Lowest unoccupied orbital energy (alpha / beta)   0.1829 / 0.1815 hartree
Charge   -2
Energy above the lowest of the compared OMol25 structures with the same formula, charge and spin   0.0 kJ/mol

Geometry (Å):
Hg1 0.1288 0.7566 -0.0796
S1 0.3146 -3.9627 -2.2112
C1 -1.3777 -3.9679 -1.7863
C2 -2.3292 -4.9399 -1.9992
C3 -3.6454 -4.7257 -1.5740
C4 -3.9626 -3.5247 -0.9325
C5 -3.0165 -2.5436 -0.7075
C6 -1.6835 -2.7320 -1.1396
N1 -0.6777 -1.8588 -0.9987
C7 0.4780 -2.3212 -1.5097
C8 1.7211 -1.6426 -1.5193
C9 2.8561 -2.2509 -2.1193
C10 4.0796 -1.6075 -2.1578
C11 4.2253 -0.3466 -1.5932
C12 3.1067 0.2472 -0.9842
C13 1.8545 -0.3403 -0.9284
H1 -2.0591 -5.8689 -2.4919
H2 -4.4060 -5.4789 -1.7431
H3 -4.9828 -3.3550 -0.5997
H4 -3.2726 -1.6200 -0.2038
H5 2.7729 -3.2357 -2.5698
H6 4.9255 -2.0984 -2.6331
H7 5.1813 0.1690 -1.6250
H8 3.2414 1.2328 -0.5388
C14 -0.1107 4.1920 -0.4031
O1 -1.2958 3.5298 -0.0903
C15 -1.3856 2.2144 -0.6665
C16 -2.8038 1.7698 -0.3535
H9 0.1792 4.8081 0.4574
H10 -0.2440 4.8431 -1.2806
H11 0.6878 3.4737 -0.6186
H12 -3.4972 2.2954 -1.0328
H13 -3.1290 1.9976 0.6741
H14 -2.9072 0.6998 -0.5354